DFT (ωB97M-V/def2-TZVPD) results for C16H24Br27IO2 as an isolated structure.

Geometry (Å):
C  1.8217  6.7563  0.6412
C  2.5928  5.4943  0.1400
C  2.4607  5.1820  -1.3977
I  2.4549  6.9449  -2.6605
C  1.2015  4.3085  -1.7823
O  1.6558  3.0970  -2.4118
C  1.5495  1.9723  -1.5465
C  2.6486  0.9412  -1.9882
O  2.1290  0.1027  -3.0137
C  3.0123  0.0418  -4.1309
H  2.1068  7.6993  0.1419
H  0.7189  6.6607  0.6114
H  2.0887  6.8933  1.7306
H  2.1820  4.6143  0.6862
H  3.6671  5.5492  0.3998
H  3.3464  4.5842  -1.6842
H  0.6363  4.8505  -2.5702
H  0.4987  4.1324  -0.9445
H  1.6832  2.2098  -0.4695
H  0.5793  1.4387  -1.6863
H  3.4642  1.5568  -2.4280
H  2.9756  0.3831  -1.0880
H  2.8490  0.9219  -4.7870
H  4.0727  -0.0149  -3.7788
H  2.7730  -0.8663  -4.7161
C  -1.7484  8.0122  -1.6372
Br  -2.1738  6.6383  -0.3414
Br  -3.2964  8.5101  -2.6851
Br  -0.9193  9.5515  -0.8088
H  -1.0211  7.5903  -2.3217
C  0.0733  0.6074  2.3310
Br  0.1937  2.4964  1.9246
Br  -0.0973  0.2855  4.2298
Br  -1.3375  -0.2531  1.3286
H  1.0065  0.1566  2.0153
C  -0.7912  -4.7335  0.4837
Br  -2.1827  -5.5549  1.5463
Br  -1.5203  -3.7395  -1.0083
Br  0.3878  -3.6444  1.5629
H  -0.1928  -5.5351  0.0701
C  2.8602  7.4829  4.9712
Br  3.0225  8.9190  3.6842
Br  1.3390  6.3493  4.5924
Br  4.4983  6.4642  5.1197
H  2.6813  7.9395  5.9364
C  0.8151  -8.6991  2.1482
Br  0.7923  -8.1508  0.2916
Br  1.7589  -10.3702  2.3872
Br  1.5115  -7.3062  3.2944
H  -0.2140  -8.8685  2.4416
C  -5.1376  -8.5758  -0.0771
Br  -5.7105  -8.2579  -1.8969
Br  -3.2098  -8.6442  0.0640
Br  -5.8999  -7.2880  1.1500
H  -5.5136  -9.5498  0.2093
C  -2.5856  -2.0629  7.2882
Br  -0.8161  -1.4014  7.7110
Br  -3.2504  -1.3119  5.6352
Br  -2.6426  -3.9966  7.2710
H  -3.2470  -1.7313  8.0787
C  -8.9771  -5.8065  -3.4292
Br  -8.7459  -5.3519  -1.5637
Br  -10.0248  -7.4183  -3.6486
Br  -9.7107  -4.3300  -4.4417
H  -7.9924  -6.0100  -3.8313
C  4.5436  -3.5118  -4.3736
Br  2.8654  -3.8167  -3.4606
Br  5.7306  -2.3946  -3.3312
Br  5.3935  -5.1706  -4.8926
H  4.3171  -2.9716  -5.2847

Calculated values
- LUMO energy (eV) = -0.275
- total energy (eV) = -1920319.23615
- HOMO level (eV) = -9.386
- total charge = 0
- max |F| (eV/A) = 1.817